The following is a DFT calculation (wB97M-V/def2-TZVPD) of a molecular structure, C11H22N2O3.

XYZ file:
```
38
Properties=species:S:1:pos:R:3:forces:R:3:lowdin_charge:R:1
H 2.33922 -1.11604 1.69729 -1.6 -0.3 1.5 0.01
H 3.89077 -1.51202 -0.95015 -2.3 0.4 0.8 0.14
H 1.67772 -2.49342 -1.82660 -0.3 0.6 1.2 0.05
H -4.57072 0.72135 1.52065 2.5 0.3 -0.9 0.11
H 3.46291 0.80145 -1.11775 -2.9 -1.3 1.2 0.16
C -2.00391 -0.52975 -0.62498 -0.6 -2.4 0.5 -0.18
O -0.45494 -0.96008 1.17339 0.2 -1.2 3.9 0.10
C -2.25008 1.84465 -0.52443 0.4 3.1 0.4 -0.08
C 2.88850 -1.23016 -0.39886 0.1 -2.5 1.7 -0.34
H 4.01725 -0.64206 1.64848 -0.2 0.2 -0.3 0.06
H -1.90738 -0.37983 -1.84268 0.1 -0.9 3.2 0.20
N 0.15783 0.43784 -0.35423 -2.8 2.2 -4.8 -0.01
C -2.96233 0.54647 -0.12674 0.3 0.8 0.3 -0.44
H -1.98991 -2.28600 0.62453 -0.4 0.7 0.1 0.06
H -2.88302 2.89934 -0.49987 1.5 -2.9 0.1 0.14
H 1.80680 -3.39525 -0.23448 -0.9 3.4 -0.8 0.12
H -3.97334 -0.72699 1.03215 1.8 0.5 1.9 0.09
H 1.66737 0.33984 -1.88268 3.1 -1.6 2.2 0.19
H -2.28425 -2.67729 -0.83815 -0.5 0.7 -0.1 0.06
O 0.37598 3.05466 -0.53296 3.9 -1.0 1.5 0.03
C 1.33572 2.45146 0.06718 -5.7 0.6 -3.3 -0.43
C 3.27472 -1.38449 1.33573 0.9 1.6 -4.3 -0.01
O 2.11555 3.04649 0.89835 1.5 -0.6 0.5 0.19
H 0.03864 0.89716 -1.25504 -1.7 -0.7 -0.1 0.15
H 0.48503 -1.62881 -0.46787 4.5 -3.3 -0.8 0.13
H 1.44075 0.78518 1.19601 -0.3 -0.2 -2.2 0.21
H 3.73515 -2.33127 1.54193 -0.6 -0.7 0.0 0.05
C 1.62730 -2.24739 -0.71545 -0.2 -0.7 0.2 -0.09
H -3.86956 0.31329 -0.62823 -0.8 0.6 -1.3 0.11
H -2.89400 0.58626 2.20975 -0.2 -1.3 -1.1 0.09
C -3.47284 0.28200 1.29324 -3.7 0.2 0.3 -0.09
C -0.71225 -0.29940 0.23067 -3.2 -1.8 -3.1 -0.58
N -2.60794 -1.98021 -0.14248 2.0 1.3 -2.0 0.04
H -1.82961 1.74727 -1.55516 -0.8 0.2 0.3 0.07
C 1.26462 0.96037 0.02991 9.9 -0.5 6.6 -0.32
H 1.82522 3.94097 0.81762 -0.1 1.8 0.2 0.13
H -1.19865 2.01720 0.00615 -3.4 0.0 -0.5 0.08
C 2.43769 0.14719 -0.80423 0.3 4.8 -3.3 -0.12
```
Forces are in eV/Å.

Computed properties:
HOMO energy	-9.66	eV
relative energy (zero: lowest compared OMol25 entry of this formula, charge and spin)	222.0	kcal per mole
orbital gap	10.1	eV



The following is a DFT calculation (wB97M-V/def2-TZVPD) of a single C4H9N3 molecule.

XYZ file:
```
16
Properties=species:S:1:pos:R:3:forces:R:3:lowdin_charge:R:1
H -0.80542 -2.13784 1.42413 0.0 0.0 0.1 0.08
H 1.92149 1.77526 1.43889 0.1 0.0 0.1 0.07
H 1.99274 3.14784 0.31169 0.1 0.1 0.0 0.07
H 0.16455 2.10209 -1.07983 0.0 -0.2 0.0 0.12
C -0.34814 -2.25643 0.44673 0.1 -0.2 -0.1 -0.04
H 0.57553 2.92190 1.33310 0.0 0.1 0.0 0.07
C -0.93844 -1.27499 -0.52235 -0.4 -0.2 0.2 -0.50
H -2.78548 -1.82165 -0.46176 0.3 -0.2 0.1 0.05
N -2.15001 -1.13590 -0.85892 -0.3 0.0 -0.3 0.13
N 0.69231 0.31031 -0.20363 0.2 -0.1 0.8 0.02
C 0.69135 1.56846 -0.27645 -0.1 0.3 -0.3 -0.22
N -0.03323 -0.39976 -1.11924 0.0 0.3 -1.1 -0.03
C 1.34466 2.39871 0.76443 0.2 0.1 0.0 -0.08
H -0.53544 -3.27948 0.09644 0.0 0.2 0.1 0.08
H 0.72273 -2.09480 0.53021 0.0 -0.1 0.1 0.06
H -0.50919 0.17627 -1.82343 0.0 -0.1 0.3 0.12
```
Forces are in eV/Å.

Computed properties:
HOMO energy	-8.90	eV
relative energy (zero: lowest compared OMol25 entry of this formula, charge and spin)	34.6	kcal per mole
orbital gap	10.1	eV



The following is a DFT calculation (wB97M-V/def2-TZVPD) of a molecular structure, C5H12NOS.

XYZ file:
```
20
Properties=species:S:1:pos:R:3:forces:R:3:mulliken_spin:R:1
H -2.32090 -0.11215 0.88404 -0.5 -3.1 1.7 0.00
C 0.48274 -0.52065 -0.86764 2.1 0.9 0.8 0.02
C -0.42384 0.50735 -0.15348 2.4 -1.7 1.0 0.03
C -0.28673 -0.92146 0.34286 0.6 -1.1 0.8 -0.02
H -3.43835 0.84710 -0.59572 -3.4 0.4 -0.1 0.00
H 0.06375 1.27992 0.46335 -0.2 -0.5 -0.3 -0.02
S 2.53946 0.42964 0.67679 0.4 -0.5 -0.1 0.98
C 2.04692 -0.72630 -0.63278 -1.0 1.8 -0.6 -0.03
O -2.89370 -1.06801 0.29514 0.9 4.7 1.2 0.00
H 0.17115 -0.97539 1.36782 0.4 -0.1 -1.5 0.00
H 2.22066 -1.76044 -0.30924 0.0 0.3 -0.1 0.03
H 2.64819 -0.48618 -1.52768 -0.3 -0.3 0.4 -0.01
H 1.89022 2.14311 -1.29587 0.4 -0.2 0.4 0.00
H 1.43377 2.48735 -1.74235 -0.4 0.3 -0.4 0.01
N -1.61991 0.90808 -0.68985 -2.7 -0.8 1.7 0.00
C -2.69906 0.26062 -0.19841 2.1 0.4 -5.4 0.00
H -1.44011 1.43094 2.25568 -0.2 0.6 -1.4 0.00
H 0.14152 -0.54276 -1.90441 -0.1 -1.2 0.4 0.00
H -0.89436 -1.80139 0.18482 -0.7 0.7 0.1 0.00
H -1.33811 1.20594 2.91543 0.2 -0.5 1.5 0.00
```
Forces are in eV/Å.

Computed properties:
HOMO energy (alpha / beta)	-9.33 / -8.96	eV
relative energy (zero: lowest compared OMol25 entry of this formula, charge and spin)	177.1	kcal per mole
2S+1	2
orbital gap (alpha / beta)	8.8 / 7.0	eV
<S²>	0.75



The following is a DFT calculation (wB97M-V/def2-TZVPD) of a molecular structure, C6H8LiO6Pb.

XYZ file:
```
22
Properties=species:S:1:pos:R:3:forces:R:3:lowdin_charge:R:1
C 3.10484 -0.19168 -0.71589 0.5 -0.3 -0.4 -0.18
O 2.43746 0.96147 -0.24578 -2.3 -0.5 1.4 -0.22
C -2.86062 -0.07185 -0.70139 -0.4 -0.5 -0.1 -0.10
H -1.75269 -1.72409 0.22296 -0.1 0.2 0.1 0.14
C -1.01248 0.87941 0.35680 -0.5 -2.3 -0.6 -0.78
Pb 1.09851 2.44743 1.48029 3.4 1.3 1.8 1.56
O -1.89280 0.97984 -0.75961 0.2 0.9 -0.1 -0.08
O -0.78631 2.10447 0.83497 -2.5 0.5 -1.0 -0.40
O 0.14266 0.22032 -0.12567 0.0 0.3 0.2 0.04
C 1.26475 0.37805 0.72035 1.9 -0.1 -1.6 -0.54
H -3.85409 0.37162 -0.55634 0.2 -0.1 0.0 0.13
H 2.97671 -0.28939 -1.80570 0.2 0.1 0.3 0.13
C -2.40408 -0.88714 0.51314 -0.1 -0.4 -0.2 -0.10
H 1.69575 -1.86901 -0.64891 0.2 0.0 0.2 0.13
O -1.67859 0.06872 1.26892 0.2 0.6 0.3 0.03
H -3.23357 -1.25887 1.12169 0.2 0.1 -0.1 0.14
H -2.83903 -0.64505 -1.63503 0.0 0.2 0.2 0.14
C 2.44633 -1.38684 -0.00787 0.2 -0.2 -0.1 -0.11
O 1.80212 -0.79485 1.13338 -0.5 0.5 0.0 -0.03
Li -2.00162 2.93554 -0.35847 -0.1 -0.3 -0.1 0.83
H 3.17530 -2.11476 0.36499 -0.3 0.1 -0.1 0.14
H 4.17144 -0.11334 -0.45680 -0.3 0.0 -0.2 0.13
```
Forces are in eV/Å.

Computed properties:
HOMO energy	-12.52	eV
orbital gap	8.4	eV
charge	+1



Electronic energy readings, ordered: -767.2864 -322.0352 -725.5387 -885.0158 hartree